{
  "formula": "CH8N8O2",
  "method": "wB97M-V/def2-TZVPD",
  "elements": ["O", "O", "N", "N", "N", "N", "N", "N", "N", "N", "C", "H", "H", "H", "H", "H", "H", "H", "H"],
  "coordinates": [[-2.872, -1.523, 0.816], [-4.176, -0.073, -0.197], [1.663, 0.254, 0.979], [-1.952, 0.146, -0.074], [0.921, 2.236, -0.069], [1.395, -1.472, -0.726], [-0.284, 1.889, -0.201], [0.729, -0.750, 0.385], [1.908, 1.210, 0.035], [-2.997, -0.454, 0.238], [-1.043, 0.994, -0.114], [-4.872, -0.778, -0.031], [1.775, -0.653, -1.337], [0.653, -1.947, -1.278], [1.009, 3.185, -0.421], [2.141, -2.251, -0.617], [2.518, -0.074, 1.407], [0.589, -1.444, 1.167], [2.896, 1.503, 0.037]],
  "forces_ev_per_angstrom": [[-1.0164, 0.5507, -0.2057], [-0.6119, 1.0944, -0.5658], [-2.3519, -0.4149, 0.1138], [0.4972, 2.2547, -1.6226], [1.3786, 1.4536, 1.1301], [0.8014, -0.2000, -1.9586], [-1.4348, -0.7828, -0.3696], [2.7255, -0.6635, 2.0609], [1.0171, -0.2612, -1.9892], [0.7700, -3.6729, 1.7797], [-2.3071, -0.9877, 0.3981], [1.1405, 0.3611, 0.2371], [-0.4461, -1.5184, 1.0263], [0.2653, 0.4791, 0.2192], [1.5434, -0.2076, 0.1345], [-0.9459, 1.6505, 0.5624], [0.0181, -0.4079, 0.0466], [-0.0426, 0.7132, -0.9234], [-1.0004, 0.5598, -0.0740]],
  "spin_multiplicity": 1,
  "total_charge": 2,
  "e_homo_ev": [-16.40, -16.39]
}

=====

{
  "formula": "CH8NO",
  "method": "wB97M-V/def2-TZVPD",
  "elements": ["O", "N", "C", "H", "H", "H", "H", "H", "H", "H", "H"],
  "coordinates": [[-0.045, 0.859, -0.380], [1.226, -1.126, 0.940], [-1.355, 0.432, -0.739], [1.085, -0.962, 1.925], [-1.303, -0.033, -1.729], [-0.019, 1.811, -0.218], [-2.076, 1.218, -0.979], [0.660, -1.932, 0.697], [0.899, -0.278, 0.395], [2.182, -1.417, 0.760], [-1.792, -0.248, -0.011]],
  "forces_ev_per_angstrom": [[0.1869, 0.3197, 0.4182], [-0.1333, -0.3593, -0.2507], [-0.7584, -0.1559, -1.5614], [0.1287, 0.1745, 0.5754], [0.2672, -0.4976, 0.3381], [-0.0284, -0.2033, -0.0417], [0.3405, 0.4140, 0.7660], [-0.4036, -0.1448, -0.2018], [-0.0632, 0.0623, -0.1604], [0.3642, 0.3703, -0.0263], [0.0993, 0.0203, 0.1446]],
  "spin_multiplicity": 1,
  "total_charge": 1,
  "e_homo_ev": -15.51
}

=====

{
  "formula": "CH8NO2",
  "method": "wB97M-V/def2-TZVPD",
  "elements": ["O", "O", "N", "C", "H", "H", "H", "H", "H", "H", "H", "H"],
  "coordinates": [[-0.607, 1.670, 3.340], [-0.223, -1.186, 0.688], [0.699, -0.459, -1.681], [0.307, -0.245, -2.862], [-0.160, 2.496, 3.463], [-1.135, 1.273, 4.045], [1.639, -0.112, -1.290], [-0.512, -0.568, -3.483], [0.494, -1.272, -1.055], [-0.788, -1.864, 1.061], [-0.572, -0.368, 1.122], [0.857, 0.635, -3.350]],
  "forces_ev_per_angstrom": [[-0.3793, -1.6068, -1.4170], [-0.5765, 0.9986, 0.5640], [2.6104, -2.1948, 1.3746], [1.6617, 3.7592, -1.2086], [-0.1994, 0.4027, 1.0747], [0.5658, 1.1068, 0.2384], [-1.8924, 0.3230, -1.1737], [-0.3891, -1.0697, 0.7506], [-1.2447, 0.7968, -0.3733], [-0.0225, -0.4237, 0.0949], [0.5946, -0.6839, -0.4255], [-0.7287, -1.4083, 0.5009]],
  "spin_multiplicity": 1,
  "total_charge": 1,
  "e_homo_ev": -14.30
}

=====

{
  "formula": "CH8NO2",
  "method": "wB97M-V/def2-TZVPD",
  "elements": ["O", "O", "N", "C", "H", "H", "H", "H", "H", "H", "H", "H"],
  "coordinates": [[0.619, 2.307, 1.805], [-1.267, -2.278, -1.169], [0.465, 0.554, -0.607], [0.449, -0.636, -0.165], [0.863, -1.445, -0.747], [0.574, 0.700, -1.605], [0.329, 3.235, 1.814], [0.389, 2.059, 2.713], [0.172, 1.359, -0.020], [-2.214, -2.349, -0.993], [-1.336, -2.974, -1.839], [0.153, -1.005, 0.809]],
  "forces_ev_per_angstrom": [[-0.5884, 0.4695, 0.2583], [-1.1306, -0.7769, -0.5491], [-1.1045, 0.3516, 0.5372], [0.8753, -1.1606, -0.0756], [-0.1810, 0.1954, -0.5738], [0.5567, 0.1666, 0.0566], [0.2733, -0.1929, -0.3394], [0.1951, -0.3474, -0.1506], [0.2079, -0.4818, -0.0796], [-0.2395, 0.8523, 0.9288], [1.2500, -0.0511, -0.3545], [-0.1143, 0.9753, 0.3418]],
  "spin_multiplicity": 1,
  "total_charge": 1,
  "e_homo_ev": -15.96
}